{"formula": "C13H27GeN2O4PdS", "method": "ωB97M-V/def2-TZVPD", "homo_ha": -0.486, "lumo_ev": -6.08, "fmax_ev_per_a": 0.86, "relative_energy_ev": 1.042, "multiplicity": 1, "gap_ha": 0.2631, "charge": 1, "symbols": ["Pd", "Ge", "S", "O", "O", "O", "O", "N", "N", "C", "C", "C", "C", "C", "C", "C", "C", "C", "C", "C", "C", "C", "H", "H", "H", "H", "H", "H", "H", "H", "H", "H", "H", "H", "H", "H", "H", "H", "H", "H", "H", "H", "H", "H", "H", "H", "H", "H", "H"], "positions_angstrom": [[0.3471, 0.1253, -1.7087], [-0.0458, 2.3596, 1.3841], [1.7479, 2.2417, -1.1233], [0.4249, 2.6437, -0.4307], [1.4000, 2.1422, -2.5417], [1.8771, 0.7637, -0.6978], [2.8359, 3.0216, -0.6813], [-1.1157, -0.5858, -2.9025], [-1.8190, -1.7229, -2.6810], [3.4405, 0.7870, 3.4748], [-1.3671, 0.9499, 1.0135], [0.1389, -2.5682, 1.8007], [-1.0409, 1.2213, -4.5709], [-2.7123, -1.9436, -3.6624], [2.7359, 0.1199, 4.6495], [1.5187, 2.1282, 2.5080], [-2.5861, -0.8876, -4.5448], [-3.6003, -3.1354, -3.6734], [-1.5812, -0.0597, -4.0344], [2.5295, 1.0070, 2.2662], [-0.5294, -1.2284, 2.0647], [-0.9044, -0.4877, 0.7833], [-1.6087, -2.3151, -1.8951], [-0.7815, 3.6564, 1.7108], [0.3476, -3.0961, 2.7297], [-0.4982, -3.2159, 1.1936], [-1.6863, -1.0506, 0.2658], [-1.8822, 1.3406, 0.1293], [-1.5673, 1.4947, -5.4815], [2.2846, -0.8278, 4.3443], [3.8610, 1.7473, 3.7866], [-4.1702, -3.1602, -4.5981], [-1.4500, -1.3664, 2.6383], [-4.3033, -3.1061, -2.8406], [3.4356, -0.0957, 5.4562], [0.0218, 1.1363, -4.8018], [4.2861, 0.1700, 3.1649], [1.0779, 2.0451, 3.5096], [-3.0214, -4.0565, -3.6042], [3.1354, 1.2547, 1.3955], [1.0881, -2.4360, 1.2757], [1.9475, 0.7464, 5.0708], [2.0262, 0.0632, 2.0308], [-2.1095, 0.9505, 1.8162], [-1.1595, 2.0305, -3.8487], [0.1213, -0.5965, 2.6747], [0.0284, -0.5635, 0.1439], [-3.1479, -0.7356, -5.4494], [2.0302, 3.0947, 2.4908]], "forces_ev_per_angstrom": [[0.4, -0.1, -0.2], [0.1, -0.1, -0.2], [-0.6, 0.0, 0.6], [0.2, 0.3, 0.1], [-0.2, -0.4, -0.1], [0.0, 0.0, 0.1], [0.2, 0.0, -0.2], [0.0, 0.1, 0.2], [0.0, 0.0, 0.0], [0.0, 0.0, 0.0], [0.0, 0.0, 0.0], [0.0, 0.0, 0.0], [0.0, 0.0, 0.0], [0.1, 0.1, -0.1], [0.0, 0.0, 0.0], [0.0, 0.1, 0.1], [0.0, -0.1, 0.1], [0.0, 0.0, 0.0], [0.0, 0.1, -0.1], [0.0, -0.1, 0.0], [0.0, 0.0, 0.0], [-0.1, 0.0, -0.1], [0.0, 0.0, 0.0], [0.0, 0.0, -0.1], [0.0, 0.0, 0.0], [0.0, 0.0, 0.0], [0.0, 0.0, 0.0], [0.0, 0.0, 0.0], [0.0, 0.0, 0.0], [0.0, 0.0, 0.0], [0.0, 0.0, 0.0], [0.0, 0.0, 0.0], [0.0, 0.0, 0.0], [0.0, 0.0, 0.0], [0.0, 0.0, 0.0], [0.0, 0.0, 0.0], [0.0, 0.0, 0.0], [0.0, 0.0, 0.0], [0.0, 0.0, 0.0], [0.0, 0.0, 0.0], [0.0, 0.0, 0.0], [0.0, 0.0, 0.0], [0.0, 0.0, 0.0], [0.0, 0.0, 0.0], [0.0, 0.0, 0.0], [0.0, 0.0, 0.0], [-0.1, 0.1, -0.1], [0.0, 0.0, 0.0], [0.0, 0.0, 0.0]]}



{"formula": "C2H7N4S", "method": "ωB97M-V/def2-TZVPD", "homo_ha": -0.496, "lumo_ev": -3.53, "fmax_ev_per_a": 3.97, "smiles": "NC1=N[C@@H](S)[NH2+]N1", "relative_energy_ev": 1.170, "multiplicity": 1, "gap_ha": 0.3659, "charge": 1, "symbols": ["S", "N", "N", "N", "N", "C", "C", "H", "H", "H", "H", "H", "H", "H"], "positions_angstrom": [[-2.5131, -0.5801, 0.3188], [-0.1440, -0.9121, -0.8520], [0.6550, 0.7343, 0.3302], [1.7519, -1.3596, 0.4353], [-0.4935, 1.2607, -0.2616], [-1.2000, -0.0647, -0.8069], [0.8638, -0.5317, -0.1421], [1.3956, 1.4083, 0.6371], [-0.3528, 1.9924, -0.9346], [-1.6310, 0.3819, -1.7636], [-1.1422, 1.7254, 0.4255], [2.5593, -0.9265, 0.8432], [1.6723, -2.3619, 0.4778], [-1.4214, -0.7663, 1.2931]], "forces_ev_per_angstrom": [[2.3, 0.1, 1.6], [1.4, -2.0, -0.8], [1.9, 3.0, 1.8], [0.7, 1.4, -0.2], [-1.3, 1.2, 1.9], [-1.2, 1.9, -1.7], [-2.4, -2.4, 0.0], [-1.1, -1.0, -0.5], [0.7, 0.2, -1.1], [0.3, -1.4, 0.9], [0.8, -0.8, -0.2], [0.3, -0.3, 0.2], [-0.2, 0.1, -0.5], [-2.2, 0.0, -1.2]]}